Molecular formula: C5H20AgCl2N10O5
Method: DFT, ωB97M-V/def2-TZVPD

Geometry as XYZ:
```
43
Properties=species:S:1:pos:R:3:mulliken_spin:R:1
Ag 0.10476 0.19420 -0.06539 0.505
Cl 1.61205 -1.88660 0.92184 0.243
Cl -1.54848 2.02638 -1.17855 0.191
O 1.71845 1.77499 0.01951 0.024
O 0.24327 0.86629 2.19711 0.003
O -1.89008 -0.44967 1.01019 0.008
O 1.38905 -0.12875 -1.99769 0.007
O -0.92619 -1.37699 -1.29424 0.016
N 2.30820 -0.78685 -3.97807 0.001
N -3.04333 -2.12046 -1.43375 -0.001
N -1.36693 -3.19639 -2.57262 0.001
N 3.55946 3.04700 -0.06804 0.001
N 1.87124 0.96325 3.79745 -0.001
N -3.61149 -1.23131 2.36759 0.000
N 0.47026 0.59743 -3.92773 0.000
N 3.75795 0.78564 0.26962 0.000
N -3.71790 0.75277 1.24123 0.000
N -0.35244 0.86089 4.37738 0.000
C -1.73326 -2.19660 -1.73891 0.003
C -2.99024 -0.33370 1.54718 0.000
C 0.57244 0.92831 3.37206 0.001
C 1.34918 -0.13422 -3.22253 0.000
C 2.94341 1.84825 0.06178 0.001
H 2.15058 -0.70032 -4.96124 0.000
H -0.02933 0.75341 5.31687 0.000
H -4.61156 1.04073 1.59271 0.000
H -3.65295 -2.85521 -1.74135 0.000
H -3.05157 -2.00762 2.68402 0.000
H -3.22256 1.46578 0.70881 -0.001
H 2.61765 0.92113 3.13101 0.000
H 3.42185 -0.16748 0.31509 -0.001
H 4.49880 3.32064 -0.27905 0.001
H -0.40330 -3.28523 -2.83554 0.000
H 2.02064 0.94809 4.78493 0.000
H -1.30334 1.04552 4.12304 0.000
H 3.04985 -1.30991 -3.56161 0.000
H 4.69330 0.95704 0.58690 0.000
H 0.45342 0.60267 -4.92745 0.000
H -0.27509 1.08098 -3.44334 -0.001
H -2.05018 -3.75405 -3.04595 0.000
H -4.57031 -1.26050 2.64605 0.000
H -3.39062 -1.43627 -0.78985 -0.001
H 2.93537 3.83670 -0.00948 0.000
```

The total energy is -2193.8128 Eh. The gap between HOMO and LUMO (alpha / beta) is 8.73 / 6.24 eV. The expectation value of S² is 0.755. The lowest unoccupied orbital energy (alpha / beta) comes out at 0.691 / -1.394 eV. Its spin multiplicity is 2.